1.
Entry from the OMol25 dataset: a structure of composition C18H45ClN3NaO10 at a distorted geometry (the ωB97M-V functional and the def2-TZVPD basis).

E_tot   -2251.56784 Ha
Multiplicity   1
Total charge   0
E_HOMO   -8.77 eV
LUMO   -0.001 Eh
Orbital gap   8.73 eV

Element x y z (Å)
Na: 0.04 0.39 0.56
Cl: -3.15 -0.83 1.60
O: -3.19 0.32 0.81
O: -3.32 -2.01 0.77
O: -1.82 -0.84 2.00
O: -4.04 -0.69 2.76
C: 1.95 2.69 -0.43
O: 0.65 2.21 -0.84
C: 0.56 2.01 -2.27
C: -0.59 1.12 -2.53
N: -0.45 -0.18 -1.98
C: -1.56 -1.09 -2.22
C: -1.65 -1.26 -3.78
O: -0.42 -1.61 -4.43
C: -0.13 -2.95 -4.36
H: 2.85 2.11 -0.65
H: 2.08 2.76 0.65
H: 2.28 3.51 -1.07
H: 1.45 1.53 -2.66
H: 0.51 2.99 -2.75
H: -0.77 1.18 -3.60
H: -1.48 1.63 -2.16
H: 0.38 -0.55 -2.43
H: -2.53 -0.76 -1.84
H: -1.45 -2.07 -1.75
H: -2.01 -0.28 -4.12
H: -2.44 -1.94 -4.09
H: 0.78 -3.22 -4.90
H: -0.83 -3.72 -4.69
H: 0.07 -3.07 -3.30
C: 1.37 -0.69 3.54
O: 0.98 0.57 3.06
C: 0.39 1.36 4.03
C: 0.20 2.80 3.45
N: -0.51 2.81 2.16
C: -0.81 4.10 1.49
C: -1.94 3.78 0.46
O: -2.74 4.96 0.25
C: -3.88 4.74 -0.55
H: 0.57 -1.38 3.83
H: 2.21 -0.64 4.23
H: 1.74 -1.21 2.66
H: 0.99 1.50 4.93
H: -0.55 0.86 4.27
H: 1.19 3.20 3.23
H: -0.25 3.46 4.19
H: -1.30 2.19 2.15
H: 0.09 4.35 0.93
H: -1.00 4.89 2.22
H: -2.55 3.02 0.95
H: -1.48 3.32 -0.42
H: -3.65 4.21 -1.48
H: -4.43 5.67 -0.70
H: -4.64 4.18 -0.02
C: -1.31 -4.65 -0.79
O: 0.02 -4.38 -1.18
C: 0.88 -4.46 -0.03
C: 1.02 -3.21 0.90
N: 0.83 -2.08 0.01
C: 2.10 -1.83 -0.64
C: 3.25 -1.36 0.22
O: 2.93 -0.12 0.86
C: 4.03 0.46 1.55
H: -1.45 -5.70 -0.54
H: -2.00 -4.36 -1.59
H: -1.64 -4.00 0.01
H: 1.89 -4.71 -0.37
H: 0.69 -5.33 0.60
H: 1.79 -3.24 1.67
H: 0.08 -3.32 1.44
H: 0.16 -2.29 -0.72
H: 1.97 -1.07 -1.41
H: 2.47 -2.67 -1.22
H: 4.05 -1.05 -0.46
H: 3.62 -2.10 0.93
H: 4.48 -0.21 2.29
H: 3.59 1.16 2.26
H: 4.76 1.07 1.02

---

2.
Entry from the OMol25 dataset: a cluster of 4 separate species, C18H45IN3O6 in total at a distorted geometry (the ωB97M-V functional and the def2-TZVPD basis).

E_tot   -1626.06340 Ha
Energy above the lowest of the compared OMol25 structures with the same formula, charge and spin   60.6 kcal per mole
Multiplicity   1
Total charge   -1
E_HOMO   -4.60 eV
LUMO   0.103 Eh
Orbital gap   7.40 eV

Element x y z (Å)
I: 6.61 22.76 25.41
C: 6.39 17.45 23.14
O: 5.47 18.00 24.08
C: 6.08 18.36 25.26
C: 5.02 18.77 26.26
N: 4.28 19.99 25.99
C: 3.54 20.51 27.11
C: 2.72 21.72 26.60
O: 1.45 21.28 26.06
C: 0.58 22.41 25.67
H: 7.25 18.08 22.91
H: 5.83 17.25 22.23
H: 6.76 16.51 23.55
H: 6.84 19.11 25.05
H: 6.57 17.54 25.78
H: 5.53 18.77 27.23
H: 4.32 17.95 26.41
H: 4.95 20.73 25.86
H: 4.27 20.95 27.78
H: 2.87 19.80 27.61
H: 3.28 22.31 25.88
H: 2.55 22.49 27.36
H: 1.16 22.97 24.93
H: 0.34 22.89 26.62
H: -0.38 22.09 25.28
C: 12.73 19.54 29.40
O: 11.35 19.95 29.20
C: 11.16 20.07 27.83
C: 9.76 20.52 27.47
N: 9.38 21.88 27.90
C: 10.35 22.93 27.51
C: 10.12 24.17 28.43
O: 10.52 23.98 29.78
C: 10.59 25.13 30.54
H: 13.10 18.62 28.96
H: 12.75 19.48 30.49
H: 13.58 20.17 29.12
H: 11.35 19.15 27.29
H: 11.84 20.79 27.37
H: 9.00 19.82 27.81
H: 9.92 20.59 26.39
H: 8.75 22.34 27.25
H: 10.15 23.11 26.45
H: 11.40 22.71 27.69
H: 9.07 24.46 28.49
H: 10.60 24.93 27.82
H: 10.93 25.92 29.88
H: 11.38 24.97 31.27
H: 9.68 25.48 31.03
C: 0.65 22.77 21.81
O: 1.78 22.53 22.62
C: 2.88 23.46 22.66
C: 4.11 22.86 21.94
N: 4.60 21.58 22.36
C: 5.70 21.04 21.49
C: 5.25 20.21 20.22
O: 4.53 19.06 20.68
C: 3.80 18.48 19.53
H: -0.11 22.04 22.08
H: 0.95 22.80 20.76
H: 0.23 23.76 22.01
H: 3.30 23.57 23.67
H: 2.55 24.41 22.25
H: 4.80 23.71 21.94
H: 3.75 22.75 20.92
H: 5.06 21.70 23.25
H: 6.34 20.47 22.16
H: 6.38 21.86 21.23
H: 6.11 19.80 19.69
H: 4.63 20.76 19.51
H: 3.41 19.28 18.90
H: 3.16 17.87 20.16
H: 4.34 17.80 18.87

---

3.
Entry from the OMol25 dataset: a structure of composition C18H45Mn2N3O10S at a distorted geometry (the ωB97M-V functional and the def2-TZVPD basis).

E_tot   -4328.84244 Ha
Multiplicity   11
Total charge   +2
E_HOMO (spin up / spin down)   -11.64 / -11.64 eV
LUMO (spin up / spin down)   -0.242 / -0.254 Eh
Expectation value of S²   30.0062
Orbital gap (spin up / spin down)   5.05 / 4.74 eV

Element x y z (Å)
Mn: -22.73 -17.46 26.82
Mn: -23.26 -17.13 34.39
S: -23.06 -16.97 30.65
O: -23.37 -18.10 31.58
O: -24.04 -16.76 29.57
O: -22.93 -15.94 31.67
O: -21.93 -17.24 29.84
C: -31.07 -14.41 29.86
O: -30.23 -13.28 29.70
C: -28.93 -13.72 29.28
C: -28.03 -12.55 28.86
N: -28.71 -11.85 27.76
C: -28.12 -10.63 27.36
C: -29.11 -9.49 27.05
O: -29.76 -9.08 28.23
C: -30.65 -7.88 27.99
H: -31.30 -14.89 28.91
H: -32.06 -14.05 30.14
H: -30.76 -15.01 30.71
H: -28.98 -14.33 28.37
H: -28.45 -14.35 30.02
H: -27.10 -12.94 28.45
H: -27.70 -11.90 29.68
H: -29.57 -11.55 28.18
H: -27.38 -10.68 26.57
H: -27.41 -10.23 28.09
H: -29.83 -9.83 26.30
H: -28.58 -8.67 26.57
H: -31.40 -7.72 28.77
H: -31.22 -8.14 27.10
H: -30.05 -6.99 27.82
C: -20.17 -17.12 34.13
O: -21.13 -16.52 34.93
C: -20.53 -15.65 35.93
C: -21.47 -14.49 36.14
N: -22.81 -15.06 36.25
C: -23.89 -14.10 35.85
C: -25.22 -14.91 35.97
O: -25.14 -15.97 35.12
C: -26.24 -16.83 35.11
H: -19.20 -17.40 34.54
H: -19.82 -16.34 33.46
H: -20.51 -18.00 33.58
H: -19.47 -15.41 35.79
H: -20.45 -16.28 36.81
H: -21.48 -13.67 35.42
H: -21.16 -14.08 37.10
H: -22.83 -15.38 37.21
H: -23.70 -13.84 34.81
H: -23.84 -13.24 36.52
H: -26.03 -14.25 35.65
H: -25.54 -15.22 36.96
H: -26.15 -17.57 34.32
H: -27.11 -16.19 34.91
H: -26.24 -17.41 36.03
C: -22.21 -14.42 26.00
O: -22.94 -15.54 25.62
C: -23.96 -15.41 24.58
C: -24.25 -16.62 23.76
N: -24.80 -17.51 24.78
C: -24.73 -18.86 24.31
C: -24.88 -19.75 25.52
O: -23.88 -19.47 26.50
C: -23.74 -20.56 27.41
H: -22.81 -13.93 26.75
H: -21.94 -13.60 25.34
H: -21.24 -14.57 26.49
H: -23.46 -14.76 23.86
H: -24.83 -14.89 24.99
H: -23.50 -17.05 23.09
H: -25.12 -16.45 23.14
H: -25.79 -17.36 24.85
H: -23.77 -19.05 23.83
H: -25.46 -19.23 23.59
H: -24.70 -20.78 25.21
H: -25.88 -19.62 25.93
H: -22.70 -20.68 27.72
H: -24.21 -21.52 27.21
H: -24.17 -20.36 28.39